{
  "formula": "C25H28N2O4",
  "method": "the ωB97M-V functional and the def2-TZVPD basis",
  "symbols": ["C", "H", "H", "H", "H", "C", "O", "C", "H", "C", "H", "C", "H", "C", "H", "H", "H", "C", "H", "O", "H", "C", "H", "N", "C", "H", "H", "H", "O", "C", "C", "H", "C", "H", "H", "H", "H", "C", "H", "C", "C", "H", "H", "C", "C", "C", "C", "C", "O", "H", "C", "C", "H", "H", "C", "N", "C", "H", "C"],
  "positions_angstrom": [[-0.499544, 2.788232, -3.679872], [-2.735462, 1.765155, 0.985313], [1.401527, 1.874016, -1.392447], [-2.219602, -5.006442, 0.146772], [-1.554948, 4.586314, -2.986669], [-1.542263, -3.249495, -1.006436], [-1.105998, -3.743003, -2.363988], [-1.710699, -0.718834, -1.333590], [-2.336719, -2.122184, 0.297406], [-2.371108, 0.515142, -0.777002], [0.955362, 3.407717, -0.640616], [0.136538, -3.122109, 1.228409], [3.442954, 4.879052, 0.256826], [2.119714, 0.776263, 2.183148], [-2.250064, 0.165928, 1.409417], [-1.018965, 1.192914, 1.014188], [2.975433, 3.698606, 3.735270], [-0.969833, 0.937995, -2.500417], [0.302222, 1.049594, -4.335477], [-0.962172, -3.915740, 1.274916], [0.062558, -0.577362, 1.886792], [1.809155, 2.739852, -0.812947], [-0.189653, 3.339407, -4.623338], [-0.712629, -0.632060, -2.113091], [1.889979, -0.609218, 2.670311], [1.655389, 0.353231, 0.434835], [2.639217, 1.372885, 4.281799], [-0.551431, -5.047999, -0.302614], [0.943246, -3.123002, 0.267799], [-2.128393, 2.757272, -1.842901], [-1.962556, 0.894323, 0.882910], [1.054808, -0.701045, -3.092223], [2.724545, 2.809214, 2.862388], [2.668399, 3.242323, -1.249500], [2.974208, 5.336739, 2.025512], [-0.471189, -2.988535, 3.131102], [0.769056, -1.941699, -1.845705], [-1.858058, -2.114747, -0.644500], [-0.045974, -2.239221, -3.353434], [-3.845741, 0.134698, -0.724455], [2.557206, 1.657221, 3.233310], [-4.002506, -0.088820, -2.004049], [-4.427920, -0.444708, -0.032422], [1.762946, 1.204752, 1.081230], [2.556401, 4.766118, 1.152233], [-1.852596, 1.543776, -1.825671], [1.860710, 2.584638, 0.691732], [2.377050, 3.250218, 1.499546], [2.648130, -1.314412, 3.682694], [1.141182, -3.053530, 3.049675], [-1.189056, -4.413456, -0.164523], [-1.370404, 3.512999, -2.970078], [-2.867885, 3.416939, -1.295225], [-4.370565, 1.197065, -0.604742], [0.102722, -1.386379, -2.818276], [0.807700, -1.222435, 2.370683], [0.292559, -2.537681, 2.491511], [1.721601, 5.265710, 0.778948], [-0.364993, 1.535066, -3.580373]],
  "forces_ev_per_angstrom": [[-0.697, 8.575, -4.648], [1.689, -1.353, 0.286], [0.785, 0.611, 0.780], [2.310, 1.127, -1.366], [0.250, -0.326, -0.575], [6.704, -11.020, -10.097], [-2.515, 2.482, 5.018], [0.098, -6.961, 5.118], [-0.470, 0.688, 1.221], [0.970, -1.520, 2.693], [-0.207, 0.833, -2.100], [1.438, -3.394, -4.418], [-2.387, -0.283, 2.408], [1.638, -3.632, 9.432], [-2.140, -5.816, 4.178], [3.642, 1.235, 0.401], [-0.511, -2.457, -2.875], [6.528, -5.465, -5.789], [-0.737, -0.128, 1.083], [1.037, 0.526, -2.089], [2.104, -1.522, 0.885], [-2.465, 1.072, 0.874], [0.445, -0.817, 1.261], [-5.035, 8.783, -1.209], [5.649, -4.310, 7.015], [-0.911, 0.285, -1.374], [0.208, -0.478, -0.498], [7.394, -6.316, -2.767], [-2.246, 0.700, 2.563], [-0.387, 12.020, -4.015], [-3.719, 5.604, -7.813], [-2.392, -1.461, -0.261], [1.111, 12.207, -0.323], [-0.165, -0.045, -0.001], [-0.474, -0.543, -0.817], [-0.856, 1.979, 0.417], [-1.681, 0.949, -2.499], [-3.134, 10.723, 1.180], [-1.685, -2.077, -1.827], [-1.733, 4.710, -5.449], [-1.038, -7.827, 2.775], [-0.478, 0.089, 3.969], [0.843, -1.063, 0.211], [-1.684, 0.570, -6.728], [5.172, -0.748, -0.368], [-4.149, -6.448, 7.471], [-3.911, -13.259, -11.269], [6.516, 13.046, 11.249], [-2.976, 4.261, -5.480], [-0.311, 0.151, -1.067], [-11.835, 5.412, 6.081], [-3.474, -0.370, 5.660], [0.899, -1.526, -0.344], [0.696, -1.954, -0.389], [9.999, -0.136, 3.605], [-6.703, 2.930, -2.981], [3.849, -0.932, 4.133], [-1.597, 0.517, -0.587], [2.730, -7.898, 0.053]],
  "lumo_ha": -0.0088,
  "largest_force_ev_per_a": 18.4,
  "spin_multiplicity": 1,
  "e_tot_ev": -37530.6644,
  "homo_energy_ev": -7.8,
  "relative_energy_kcal_mol": 472.8
}

---

{
  "formula": "C25H28N2O4",
  "method": "the ωB97M-V functional and the def2-TZVPD basis",
  "symbols": ["C", "C", "C", "H", "C", "C", "C", "H", "H", "C", "C", "C", "C", "H", "O", "H", "O", "C", "C", "N", "C", "C", "C", "H", "O", "C", "H", "H", "C", "H", "N", "C", "H", "H", "H", "C", "H", "H", "H", "H", "C", "H", "C", "H", "C", "H", "H", "H", "H", "H", "H", "C", "C", "H", "H", "H", "O", "C", "H"],
  "positions_angstrom": [[0.412917, 1.173328, -0.708537], [1.961885, 1.888556, 0.878581], [-0.204582, 1.006734, 0.650433], [1.571992, -0.972388, 1.224034], [0.604816, 1.884840, 2.912240], [-2.015297, -2.319219, 0.721495], [1.686486, 1.610821, -0.562106], [-0.276671, 2.532742, 2.986000], [-4.582360, -1.341676, 0.843439], [0.305678, -2.704004, 1.226657], [3.023681, 1.749902, -3.842824], [0.487934, 0.825736, -4.407129], [-0.971808, -3.189723, 1.043317], [1.108976, -3.386790, 1.458943], [-3.233089, -2.890124, 0.531378], [-2.599240, -1.594294, 6.304087], [-1.289097, 0.436960, -2.188640], [-0.554882, -2.017980, 4.760964], [2.122410, 1.544406, -2.800467], [-1.138189, -0.736454, 5.103671], [3.655293, 1.727174, -6.253565], [-0.473305, -0.475733, 0.829965], [0.566884, -1.348814, 1.104519], [1.489120, 2.463868, 3.192799], [2.959772, 2.350439, 1.383387], [2.668757, 1.498439, -5.153368], [-5.126105, -2.750884, -0.098049], [-1.002845, -2.458132, 3.855919], [0.967153, 0.744880, -6.855529], [-0.702115, -2.704135, 5.593467], [0.816841, 1.538738, 1.526194], [-0.993676, 0.240228, 4.034963], [3.269853, 2.455726, -6.965604], [1.617269, -0.008005, -7.299476], [-3.146523, -1.282797, 4.641573], [-0.153168, 0.842967, -2.002220], [-1.590798, 1.113356, 4.316000], [3.840487, 0.801763, -6.797407], [-0.057003, 0.384909, -6.893300], [-1.387268, -0.150845, 3.082159], [-2.530285, -0.897766, 5.470052], [4.009759, 2.111929, -3.595709], [0.456394, 0.691241, 3.863069], [4.598301, 2.092692, -5.857302], [-4.291833, -2.075264, 0.083885], [-1.189204, -4.242615, 1.127584], [0.831779, 0.975391, 4.846688], [-2.934145, 0.062356, 5.788639], [1.041958, 1.646193, -7.462737], [-0.512355, 0.464243, -4.595457], [0.514000, -1.904940, 4.599229], [1.374328, 1.025747, -5.443026], [0.830388, 1.076116, -3.075635], [-4.031396, -1.557185, -0.843657], [1.071464, -0.126560, 3.491949], [-2.542994, -0.258388, 0.380046], [2.561733, 1.818010, -1.539574], [-1.759366, -0.956253, 0.626982], [-1.138712, 1.570538, 0.757010]],
  "forces_ev_per_angstrom": [[0.688, 0.380, 0.250], [0.283, 0.162, 0.157], [-0.086, -0.113, -0.266], [0.108, 0.032, 0.052], [0.176, -0.082, 0.328], [0.212, 0.001, 0.080], [-1.218, -0.271, -0.342], [0.059, 0.035, -0.010], [0.026, -0.014, -0.038], [-0.039, 0.001, -0.063], [-0.028, 0.015, 0.213], [0.185, 0.067, 0.001], [-0.231, -0.004, -0.068], [0.068, -0.080, 0.023], [0.252, -0.174, 0.084], [-0.082, -0.034, 0.033], [0.099, 0.097, 0.062], [0.006, 0.048, 0.019], [-0.497, -0.241, -0.696], [-0.069, 0.101, 0.018], [-0.002, 0.002, 0.030], [-0.009, -0.248, 0.090], [-0.074, 0.159, -0.001], [-0.186, -0.012, -0.028], [0.204, 0.056, -0.157], [-0.051, 0.015, 0.317], [0.029, 0.090, 0.003], [-0.009, -0.013, -0.017], [0.038, 0.014, 0.023], [0.034, -0.076, 0.010], [-0.135, -0.062, -0.157], [0.232, 0.004, 0.153], [0.026, 0.043, -0.100], [0.008, -0.054, -0.118], [-0.042, -0.023, -0.028], [0.044, 0.007, -0.035], [-0.009, 0.003, -0.062], [0.052, -0.034, -0.092], [-0.054, -0.024, -0.052], [-0.067, 0.062, 0.104], [0.078, 0.029, 0.012], [0.136, 0.047, 0.010], [-0.273, 0.100, -0.073], [0.073, 0.023, -0.026], [-0.172, 0.131, -0.059], [-0.029, -0.132, 0.012], [0.026, -0.004, 0.036], [-0.078, 0.016, 0.012], [-0.018, 0.026, -0.126], [-0.096, -0.038, -0.026], [0.085, -0.089, -0.045], [-0.175, -0.044, 0.174], [0.293, 0.077, 0.006], [-0.006, -0.002, 0.032], [0.096, -0.009, 0.045], [-0.106, 0.065, -0.042], [0.316, 0.104, 0.391], [-0.153, -0.120, -0.018], [0.065, -0.012, -0.034]],
  "lumo_ha": -0.0070,
  "largest_force_ev_per_a": 1.3,
  "spin_multiplicity": 1,
  "e_tot_ev": -37549.9501,
  "homo_energy_ev": -8.4,
  "relative_energy_kcal_mol": 28.0
}

---

{
  "formula": "C25H28N2O6",
  "method": "the ωB97M-V functional and the def2-TZVPD basis",
  "symbols": ["H", "O", "C", "C", "C", "C", "C", "N", "C", "H", "N", "C", "C", "H", "H", "C", "O", "C", "C", "H", "O", "H", "C", "C", "H", "H", "H", "H", "H", "H", "O", "H", "O", "C", "H", "H", "C", "H", "H", "H", "H", "C", "H", "C", "H", "C", "O", "C", "C", "H", "C", "H", "C", "C", "H", "H", "H", "H", "C", "C", "H"],
  "positions_angstrom": [[-3.804173, 5.299620, 0.441772], [0.517317, 2.463598, -1.505378], [1.980360, 0.476975, 0.632176], [0.688924, 0.192015, -0.151152], [0.562937, -1.908444, 1.246919], [6.346813, -1.221789, -0.113204], [4.416296, 0.145822, 0.562963], [-0.303904, 1.209630, 0.174590], [-3.151088, 0.025421, 0.153048], [-1.884276, -0.492357, -3.581326], [3.079298, -0.011774, 0.032430], [-2.231981, 0.100576, 1.159748], [0.177463, -1.202608, 0.117353], [-1.275183, -4.687578, 0.817631], [0.339447, -3.718321, 2.363520], [5.093025, -1.227330, 0.768827], [-2.449541, -0.885566, 2.054532], [-1.068314, 1.017443, 1.384268], [-3.981162, -1.081906, 0.455971], [-3.577246, -4.889371, -1.890552], [-1.000920, -0.953650, -1.861356], [-1.399197, 1.991286, 1.754257], [-0.265063, 2.337988, -0.576961], [5.315211, 0.903716, -0.427199], [4.731711, 1.566813, -1.063729], [-2.164220, -5.582815, -1.061568], [-0.418355, 0.572721, 2.143370], [4.405642, -2.014396, 0.454782], [-3.211902, 0.658656, -0.708019], [-3.380063, -4.651854, -0.135768], [-2.192743, -3.536213, -1.418845], [6.570078, -2.208051, -0.517252], [-0.764930, 4.678722, -0.532758], [0.045447, -3.164160, 1.486183], [-2.908283, -1.472380, -2.500683], [6.932385, 0.164250, -1.703196], [-0.732966, -1.754756, -0.795500], [6.040084, 1.504135, 0.122551], [4.293441, 0.692538, 1.500318], [-3.156249, 2.692884, 0.444677], [-1.556329, 6.577423, -0.425482], [-2.861997, 4.873244, 0.164487], [7.209078, -0.887544, 0.465133], [-1.752757, 5.534603, -0.271440], [2.994630, -0.449149, -0.871318], [-2.853245, -4.732337, -1.091972], [1.992890, 1.061983, 1.695430], [-3.506521, -1.593710, 1.622146], [-0.869747, -3.711748, 0.605882], [5.337794, -1.399940, 1.815056], [-1.274789, -3.026826, -0.532447], [-4.812567, -1.440241, -0.116492], [-1.210465, 3.435117, -0.254449], [-2.513748, 3.505227, 0.175362], [0.885565, 0.309625, -1.223463], [-1.570428, -2.236665, -3.394981], [1.259141, -1.466945, 1.942285], [5.373785, -0.630627, -1.950839], [-1.896253, -1.329174, -2.882524], [6.036602, -0.196171, -1.200398], [-3.822853, -2.419564, 2.227784]],
  "forces_ev_per_angstrom": [[-0.163, 0.150, 0.033], [0.084, 0.165, -0.005], [-0.154, -0.136, -0.538], [-0.025, 0.186, -0.198], [-0.045, -0.091, -0.102], [-0.019, -0.084, -0.081], [-0.013, 0.133, 0.239], [0.099, -0.214, -0.022], [0.398, 0.204, 0.458], [-0.019, -0.065, 0.021], [0.166, -0.085, -0.173], [-0.331, 0.428, -0.659], [-0.061, -0.181, -0.153], [-0.071, -0.098, -0.028], [0.029, -0.059, 0.090], [0.137, -0.014, 0.064], [0.275, 0.112, 0.328], [-0.181, -0.142, 0.387], [0.041, -0.278, 0.444], [0.023, -0.051, 0.078], [0.211, -0.107, 0.420], [0.119, -0.189, 0.022], [0.098, 0.133, -0.132], [-0.037, -0.036, -0.072], [-0.001, 0.106, 0.057], [-0.031, 0.034, 0.029], [-0.073, 0.152, -0.031], [-0.017, -0.017, 0.049], [0.073, 0.167, -0.195], [0.031, -0.010, -0.010], [0.325, 0.372, 0.083], [0.092, -0.037, 0.036], [0.553, -0.081, -0.206], [0.034, 0.003, 0.034], [0.070, 0.009, -0.034], [-0.011, -0.017, -0.126], [0.174, 0.004, 0.083], [0.057, 0.043, 0.020], [0.028, -0.087, -0.149], [-0.066, -0.243, 0.079], [0.141, 0.100, -0.050], [0.346, 0.429, -0.182], [0.078, -0.009, -0.002], [-0.855, 0.089, 0.276], [-0.170, 0.034, 0.006], [-0.090, -0.164, 0.026], [-0.113, 0.211, 0.343], [-0.611, -0.160, -0.502], [-0.035, -0.039, -0.087], [-0.059, -0.071, 0.051], [-0.117, -0.026, -0.115], [-0.187, -0.139, -0.062], [-0.832, -0.230, 0.243], [0.723, -0.169, -0.213], [0.046, -0.057, 0.275], [-0.041, 0.086, 0.042], [0.093, 0.073, 0.100], [-0.034, -0.037, -0.106], [-0.283, 0.015, -0.468], [0.160, 0.081, 0.138], [0.041, -0.099, 0.147]],
  "lumo_ha": 0.0243,
  "largest_force_ev_per_a": 0.9,
  "spin_multiplicity": 1,
  "e_tot_ev": -41643.4561,
  "homo_energy_ev": -8.1,
  "relative_energy_kcal_mol": 75.0
}